## one
DFT (wB97M-V/def2-TZVPD) results for 4 unconnected molecules or ions with the total composition C5H14O5.

XYZ file:
```
24
Properties=species:S:1:pos:R:3:lowdin_charge:R:1
O 1.84 -1.80 2.55 -0.0565
C -2.11 -0.84 -0.01 -0.1898
H -2.19 -0.55 -2.25 0.1310
H -2.41 -0.14 1.99 0.0998
H 0.21 2.44 -1.80 0.0158
H -1.88 -1.90 -0.03 0.1078
H -3.19 -0.97 -0.01 0.1092
C -0.21 -0.60 -1.59 -0.5231
H 0.85 -2.10 -1.96 0.1328
O -0.52 3.03 -1.57 -0.0686
O 3.64 0.06 0.39 -0.0504
H 3.80 0.42 1.27 0.0393
H 3.08 0.69 -0.07 0.0269
C -1.65 -0.23 -1.35 -0.0927
H 0.03 3.59 -0.99 0.0425
H -0.37 1.22 2.22 0.0593
H 0.24 0.68 0.60 0.0430
O -0.08 -1.94 -1.75 0.1083
C -1.67 -0.08 1.19 -0.1572
H 2.15 -1.19 3.22 0.0300
H 2.07 -1.38 1.72 -0.0038
H -1.82 0.84 -1.37 0.1103
O 0.74 0.13 -1.74 0.0757
C -0.56 0.62 1.33 0.0101
```

SMILES: C=CCCC(=O)O.O.O.O
HOMO, eV: -9.8
Multiplicity: 1
HOMO-LUMO gap, eV: 10.12
LUMO energy, eV: 0.35

***

## two
DFT (wB97M-V/def2-TZVPD) results for 2 unconnected molecules or ions with the total composition C5H14O5.

XYZ file:
```
24
Properties=species:S:1:pos:R:3:lowdin_charge:R:1
H 1.33 -1.91 0.38 0.0461
O 0.93 2.61 -0.13 0.0633
H 1.03 -1.44 2.85 0.0784
O 1.45 0.38 -0.40 0.0614
H 1.46 2.71 0.67 0.1216
H -2.08 0.10 -0.29 0.0910
H -0.49 -0.99 1.88 0.0680
H -0.08 -2.98 0.43 0.0660
C 0.42 1.30 -0.15 -0.6336
O -0.15 0.99 1.06 0.0296
H 0.35 0.17 1.51 0.1216
C 0.75 -2.57 1.02 -0.1550
C -0.62 1.28 -1.31 -0.5591
C 0.21 -1.80 2.22 -0.1645
O -1.41 2.42 -1.30 0.0583
H -0.40 1.46 -3.23 0.1163
H 1.68 0.45 -1.33 0.1134
H -0.84 3.16 -1.03 0.1079
H -0.40 -2.46 2.85 0.0719
H -2.23 0.07 -2.05 0.0924
H -0.93 -0.85 -1.26 0.0885
C -1.53 0.06 -1.22 0.0272
H 1.39 -3.39 1.34 0.0653
O 0.17 1.23 -2.49 0.0239
```

SMILES: CC(O)(O)C(O)(O)O.CC
HOMO, eV: -10.4
Multiplicity: 1
HOMO-LUMO gap, eV: 11.13
LUMO energy, eV: 0.73

***

What is the least stable structure shown above? It is one.